A 4-piece molecular cluster, C25H32BN6O2 overall, computed with the ωB97M-V functional and the def2-TZVPD basis.

Structure (ORCA input):
```
! RIJCOSX wB97M-V def2-TZVPD def2/J DEFGRID3
* xyz 1 1
C -1.8461 3.4771 2.1601
C -1.3099 3.7476 0.6648
N -2.4840 3.7264 -0.2729
C -2.3269 2.6570 -1.3094
N -2.0022 1.3959 -0.7861
N -1.8917 0.3967 -1.6566
C -1.5541 -0.9729 -1.1549
C -1.9171 -2.2862 -1.8878
C -1.4846 -3.6712 -1.3150
C -0.6776 -3.7838 0.0073
C -0.3234 -2.4697 0.7580
C -0.7493 -1.0797 0.1951
C -2.0981 0.6274 -3.0427
C -2.4133 1.9412 -3.7847
C -2.5526 3.1536 -2.7649
C -2.8807 4.6345 -3.2301
B -1.5433 5.1981 -4.0110
O -1.1221 4.5900 -5.2810
O -0.7437 6.3022 -3.5024
H -2.8456 2.8917 2.1833
H -1.0916 2.9815 2.8569
H -2.1013 4.5012 2.6381
H -0.9160 4.8378 0.6611
H -0.4282 3.0980 0.3485
H -3.3859 3.6255 0.2143
H -2.5058 -2.2572 -2.8603
H -1.7367 -4.6166 -1.8931
H -0.3429 -4.7854 0.4301
H 0.2866 -2.5493 1.7183
H -0.5025 -0.1019 0.7257
H -2.0167 -0.3083 -3.7134
H -2.5591 2.0593 -4.9122
H -3.0773 5.3168 -2.3246
H -3.7648 4.6644 -3.9757
H -0.4683 3.9026 -4.9937
H 0.1897 6.0081 -3.6737
N 1.4906 -5.7624 2.7013
C 0.7172 -5.6294 3.8250
C 1.2024 -6.4916 4.7770
C 2.3127 -7.1659 4.2102
C 2.4691 -6.6942 2.9304
H 1.3611 -5.2545 1.8423
H -0.1100 -4.9356 3.8488
H 0.8034 -6.6221 5.7720
H 2.9297 -7.9134 4.6865
H 3.1892 -6.9410 2.1647
N -2.1925 9.5122 -0.2395
C -2.4680 8.3376 -0.8859
C -2.2374 7.3064 -0.0078
C -1.8124 7.8820 1.2156
C -1.7970 9.2442 1.0434
H -2.2695 10.4313 -0.6446
H -2.8019 8.3366 -1.9126
H -2.3623 6.2547 -0.2215
H -1.5475 7.3575 2.1223
H -1.5384 10.0438 1.7209
N 5.3795 -7.4607 0.3725
C 6.3395 -6.6522 0.9220
C 7.3948 -7.4451 1.3005
C 7.0626 -8.7804 0.9621
C 5.8151 -8.7595 0.3887
H 4.4927 -7.1490 0.0121
H 6.1881 -5.5859 0.9972
H 8.3059 -7.1019 1.7681
H 7.6696 -9.6597 1.1201
H 5.2007 -9.5541 -0.0070
*
```

Summary:
Kohn-Sham gap: 4.43 eV
highest occupied orbital energy: -9.5544 eV
energy: -1475.222232 a.u.

C23H23FN5O7Re as an isolated structure, computed with the ωB97M-V functional and the def2-TZVPD basis.

Structure (ORCA input):
```
! RIJCOSX wB97M-V def2-TZVPD def2/J DEFGRID3
* xyz 3 4
Re -3.6607 0.7335 -0.4382
F 2.5828 0.7071 -2.9807
C 2.2427 0.3600 -1.7365
C 0.9281 0.3742 -1.4157
C 0.5124 0.0526 -0.1079
C -0.8481 0.0691 0.2754
O -1.7461 0.4159 -0.6409
C -1.1956 -0.2771 1.5741
C -0.1752 -0.5839 2.4693
N 1.1038 -0.5920 2.1377
C 2.1158 -0.8519 3.1667
C 1.8309 -1.8167 4.2702
C 2.8167 -2.1781 3.2006
C 1.5018 -0.2820 0.8354
C 2.8519 -0.3047 0.4815
C 3.2749 0.0257 -0.8050
N 4.6053 0.0261 -1.1636
C 5.6731 0.1960 -0.1872
C 6.6788 -0.9443 -0.2839
N 6.9859 -1.2358 -1.7460
C 6.5693 -0.1040 -2.6448
C 5.0632 0.1011 -2.5645
C -2.5705 -0.3903 2.1114
O -2.8519 -0.7272 3.2084
O -3.5890 -0.2358 1.1604
H 0.2101 0.6605 -2.1710
H -0.4200 -0.8168 3.4964
H 2.6804 0.0408 3.4018
H 0.8987 -2.3644 4.2786
H 2.1947 -1.5413 5.2493
H 2.5000 -2.9274 2.4868
H 3.8713 -2.1823 3.4379
H 3.5685 -0.6138 1.2239
H 5.2847 0.2136 0.8251
H 6.1638 1.1609 -0.3351
H 6.2967 -1.8668 0.1466
H 7.6152 -0.6864 0.2061
H 6.5099 -2.0909 -2.0389
H 7.9848 -1.4194 -1.8597
H 6.8603 -0.3511 -3.6635
H 7.1381 0.7676 -2.3296
H 4.5569 -0.6660 -3.1504
H 4.8548 1.0644 -3.0295
C -6.7931 -1.2369 0.6444
C -6.8002 0.0403 -0.1065
N -5.7441 0.7628 -0.5138
C -6.2448 1.8785 -1.1846
C -7.5936 1.8103 -1.2157
N -7.9047 0.6660 -0.5266
C -8.7316 2.6581 -1.7146
O -8.4405 3.7229 -2.4396
O -9.8375 2.2821 -1.4689
C -5.2533 2.8106 -1.7006
O -5.4009 3.7771 -2.3615
O -3.9652 2.3411 -1.3458
H -5.7954 -1.4707 1.0033
H -7.1427 -2.0456 0.0004
H -7.4644 -1.1734 1.5010
H -8.8693 0.3865 -0.3634
H -7.4877 3.8719 -2.5591
*
```

Summary:
Kohn-Sham gap (alpha / beta): 6.24 / 5.88 eV
highest occupied orbital energy (alpha / beta): -16.5666 / -16.5540 eV
energy: -1867.968525 a.u.

One molecule with the formula C4H6O, computed with the ωB97M-V functional and the def2-TZVPD basis.

Structure (ORCA input):
```
! RIJCOSX wB97M-V def2-TZVPD def2/J DEFGRID3
* xyz 0 1
C -0.8444 0.8740 -0.7077
C -0.6113 -0.4210 -0.0139
C 0.5506 -0.3475 0.8687
C 1.7380 -0.6792 0.5457
O 2.8232 -1.0393 0.4972
H 0.2935 1.0147 -1.2760
H -1.0103 1.7061 -0.0398
H -1.5376 0.8026 -1.5360
H -1.4845 -0.6716 0.5904
H -0.5079 -1.2327 -0.7380
H 0.5288 0.0743 1.8590
*
```

Summary:
structure (SMILES): CCC=C=O
Kohn-Sham gap: 9.55 eV
highest occupied orbital energy: -8.8390 eV
energy: -231.189698 a.u.

C15H72N2O29S2 as an isolated structure, computed with the ωB97M-V functional and the def2-TZVPD basis.

Structure (ORCA input):
```
! RIJCOSX wB97M-V def2-TZVPD def2/J DEFGRID3
* xyz 0 1
C -3.7186 2.2620 -1.2450
O -2.5592 2.9480 -1.7952
C -1.9106 3.6148 -0.6699
C -0.3074 3.6255 -0.7405
C 0.3581 2.2907 -1.3419
C -0.1714 0.9062 -0.6882
C 0.8624 0.2473 0.3803
C 0.2191 0.1162 1.8645
C -0.8713 1.1129 2.3950
C -1.4717 1.0117 3.8410
N -2.5047 1.8447 4.4654
S -2.6519 1.1748 6.0305
N -1.5946 -0.1549 6.1439
C -0.9867 -0.1367 4.8222
C 0.0979 -1.1731 4.3214
C 0.6727 -1.0470 2.8610
C 1.7444 -2.1641 2.4455
C 1.1543 -3.3391 1.5211
C -0.3177 -3.8451 1.9296
S -1.5259 -3.6403 0.5095
O -2.7740 -4.4133 0.8858
O -1.9317 -2.2091 0.2752
O -0.7661 -4.3010 -0.8323
H -3.3636 1.3957 -0.5730
H -4.3785 2.9366 -0.5802
H -4.3457 1.7813 -2.0850
H -2.3439 3.1873 0.3023
H -2.2655 4.7219 -0.7093
H -0.0130 4.5149 -1.4275
H 0.1986 3.8431 0.2693
H 0.1696 2.2377 -2.4817
H 1.5019 2.3489 -1.1000
H -0.2417 0.1437 -1.5584
H -1.2452 0.9821 -0.2742
H 1.8590 0.8417 0.4042
H 1.1668 -0.8135 0.0237
H -1.2449 1.9373 1.6953
H 0.4636 -2.0481 4.9826
H 2.3286 -2.5470 3.3713
H 2.5448 -1.6128 1.8096
H 1.1865 -2.9765 0.4240
H 1.8806 -4.2369 1.6321
H -0.2446 -4.9726 2.1899
H -0.7716 -3.3383 2.8474
H -1.4674 -4.3797 -1.5361
O 3.5528 2.9784 -1.7750
H 4.2887 3.5914 -1.8999
H 3.6895 2.3098 -2.4592
O 4.2747 -1.9145 0.2562
H 5.0095 -1.2973 0.1307
H 4.4124 -2.5834 -0.4283
O 0.9006 0.1254 -3.6526
H 0.6705 -0.7054 -3.2191
H 0.5884 0.0092 -4.5587
O -0.0462 2.4132 -5.2878
H 0.7050 3.0147 -5.3824
H -0.5444 2.7764 -4.5430
O -2.3519 -4.7871 -3.5952
H -2.0923 -4.1659 -4.2873
H -3.0122 -5.3495 -4.0202
O -3.2540 4.1692 2.5306
H -2.6614 3.4886 2.8855
H -4.0994 3.7131 2.4355
O -1.2347 5.2637 5.0663
H -1.4672 4.4380 5.5057
H -1.5455 5.1390 4.1585
O -4.4677 -5.3008 -1.3385
H -4.0831 -5.1181 -0.4670
H -4.2810 -4.5020 -1.8475
O -3.7966 6.7661 6.6954
H -2.9115 6.4136 6.5260
H -4.3594 6.2896 6.0730
O 3.2752 -0.1029 -2.0765
H 3.0458 -0.9341 -1.6421
H 2.9589 -0.2177 -2.9833
O 7.1983 -0.8956 -0.4240
H 7.4759 -0.9960 0.4956
H 8.0063 -0.6373 -0.8848
O 0.7643 -2.1902 -5.0177
H 1.6488 -2.5378 -5.1920
H 0.2003 -2.6615 -5.6438
O 1.7300 3.5130 -7.6343
H 1.9967 4.1366 -8.3213
H 1.0849 2.9425 -8.0736
O 5.1068 -2.3169 -2.9705
H 5.4773 -2.1305 -2.0975
H 5.2966 -1.5192 -3.4795
O 6.3999 4.7580 -2.5914
H 6.7686 4.9436 -1.7183
H 6.5931 5.5549 -3.1008
O -3.7448 -0.0113 2.2046
H -3.4968 -0.8730 1.8416
H -4.1244 -0.2215 3.0671
O -6.9823 -6.3989 0.5647
H -6.6918 -6.5018 1.4798
H -6.1798 -6.1411 0.0916
O -0.5925 -7.1927 2.0454
H -0.8269 -8.0228 2.4793
H -0.9230 -7.2993 1.1437
O 6.0502 -3.8551 -0.8961
H 6.8749 -4.3067 -0.6792
H 5.5499 -4.5115 -1.3988
O -4.1235 -8.2699 0.0137
H -4.0651 -7.4482 -0.4914
H -5.0066 -8.2417 0.4041
O -1.9053 2.8927 -7.7023
H -2.8633 2.7967 -7.6379
H -1.5980 2.8022 -6.7878
O 3.6122 3.2862 -5.1523
H 3.1685 3.1869 -6.0060
H 3.4299 4.1992 -4.8979
O -1.2592 8.2995 7.7498
H -0.6672 7.6241 8.1037
H -2.1058 7.8431 7.6549
O -0.7818 -5.3384 4.6249
H -0.5494 -6.1986 4.2516
H -1.1478 -5.5505 5.4927
O 1.5598 6.0650 4.3299
H 1.3441 6.9675 4.0655
H 0.7474 5.7426 4.7463
*
```

Summary:
Kohn-Sham gap: 7.20 eV
highest occupied orbital energy: -8.2286 eV
energy: -3702.284395 a.u.

An isolated ion of composition C4H8NOS and charge -1, computed with the ωB97M-V functional and the def2-TZVPD basis.

Structure (ORCA input):
```
! RIJCOSX wB97M-V def2-TZVPD def2/J DEFGRID3
* xyz -1 1
O 1.6118 -3.0737 -1.0271
C 0.8818 -2.1062 -1.1316
N 0.2415 -1.5047 -0.1120
C -0.4910 -0.2559 -0.3063
C 0.3086 0.9911 0.1187
C -0.4920 1.8161 1.1424
S -1.9418 2.6388 0.4994
H 0.6852 -1.6625 -2.1190
H 0.0594 -2.1308 0.6542
H -1.4392 -0.2535 0.2203
H -0.7249 -0.2140 -1.3687
H 0.5548 1.5780 -0.7707
H 1.2141 0.6314 0.6119
H 0.2288 2.4706 1.6489
H -0.6971 1.0751 1.9397
*
```

Summary:
structure (SMILES): O=CNCCC[S-]
Kohn-Sham gap: 6.18 eV
highest occupied orbital energy: -2.5920 eV
energy: -685.432910 a.u.

One molecule with the formula C5H11N3, computed with the ωB97M-V functional and the def2-TZVPD basis.

Structure (ORCA input):
```
! RIJCOSX wB97M-V def2-TZVPD def2/J DEFGRID3
* xyz 0 1
C -0.5029 1.7258 1.0244
N 0.2874 0.9511 0.0970
C 1.6374 0.7146 0.5620
N -0.4795 -0.1581 -0.4952
C -0.0332 -0.4494 -1.8433
C -0.5076 -1.3260 0.3757
C -1.6710 -2.0355 -0.1349
N -2.5311 -2.7103 -0.4834
H -1.5143 1.8112 0.6329
H -0.5439 1.2926 2.0360
H -0.0694 2.7237 1.1010
H 2.2302 0.2917 -0.2506
H 2.1166 1.6529 0.8428
H 1.7046 0.0486 1.4349
H 0.1586 0.4941 -2.3476
H -0.8288 -0.9780 -2.3668
H 0.8782 -1.0632 -1.8913
H -0.7176 -1.0158 1.4032
H 0.3861 -1.9698 0.3032
*
```

Summary:
structure (SMILES): CN(C)N(C)CC#N
Kohn-Sham gap: 9.73 eV
highest occupied orbital energy: -8.9331 eV
energy: -361.303862 a.u.